1.
A cluster of 7 separate species, C28H35F21O14 in total. Source: OMol25; level of theory: wB97M-V/def2-TZVPD.

Last column: Löwdin charge in e.
Positions of all 98 atoms, in Å:
1 C 7.79483 17.90494 16.30407  -0.056
2 C 7.82841 17.64815 17.78668  -0.176
3 O 9.21215 17.92820 18.20592  0.012
4 C 9.65106 17.18494 19.21880  -0.419
5 O 8.99168 16.42964 19.80499  0.195
6 C 11.15960 17.52506 19.53566  -0.523
7 F 11.86778 16.43898 19.80103  0.184
8 F 11.80696 18.17744 18.51160  0.119
9 F 11.17298 18.36226 20.54155  0.199
10 H 7.72644 18.96918 16.11355  0.072
11 H 7.00576 17.34535 15.80547  0.087
12 H 8.80012 17.63491 15.91391  0.079
13 H 7.45840 16.65953 18.09916  0.128
14 H 7.27340 18.33406 18.41158  0.125
15 C 12.25394 21.85790 16.65951  -0.032
16 C 12.82290 21.84757 15.19788  -0.143
17 O 11.89486 22.59150 14.30380  -0.012
18 C 12.34502 23.67352 13.66665  -0.395
19 O 13.30119 24.30750 13.95674  0.178
20 C 11.30782 24.18703 12.60633  -0.557
21 F 10.54904 23.15968 12.30340  0.163
22 F 10.58552 25.22644 13.09351  0.157
23 F 11.78472 24.57671 11.44514  0.188
24 H 11.97640 22.85634 16.92714  0.066
25 H 13.02627 21.48342 17.37012  0.074
26 H 11.38419 21.15571 16.72887  0.089
27 H 12.82325 20.78822 14.86245  0.080
28 H 13.77883 22.30837 15.02633  0.109
29 C 13.13291 15.64528 14.81696  -0.040
30 C 12.98681 16.05022 16.27806  -0.164
31 O 14.00358 16.97526 16.74535  0.027
32 C 13.88103 18.24769 16.39423  -0.352
33 O 13.11466 18.69777 15.53389  0.110
34 C 14.97870 19.03972 17.12642  -0.502
35 F 14.81571 18.85501 18.47003  0.148
36 F 16.23871 18.59883 16.78295  0.135
37 F 15.01285 20.31341 16.84132  0.189
38 H 13.92690 14.91590 14.57760  0.068
39 H 13.22490 16.47625 14.16310  0.048
40 H 12.19883 15.11148 14.53079  0.101
41 H 13.07731 15.19092 16.99327  0.143
42 H 12.00474 16.51790 16.49240  0.122
43 C 9.43484 20.10984 13.32164  -0.052
44 C 10.82930 19.65478 12.99290  -0.160
45 O 10.86305 18.48975 12.00513  -0.001
46 C 10.32077 17.30344 12.38736  -0.333
47 O 9.90152 17.01277 13.50064  0.119
48 C 10.25290 16.31627 11.15857  -0.560
49 F 11.31183 16.44614 10.36993  0.172
50 F 10.12457 15.08897 11.62326  0.176
51 F 9.17113 16.53670 10.39404  0.160
52 H 8.92980 19.36283 13.92757  0.059
53 H 8.88418 20.31335 12.40995  0.091
54 H 9.65700 21.05713 13.82496  0.080
55 H 11.38275 19.44404 13.93795  0.105
56 H 11.40709 20.42187 12.39440  0.119
57 C 16.98056 13.33212 14.55842  -0.040
58 C 15.94518 12.96200 13.50605  -0.165
59 O 15.88294 14.09982 12.56723  0.035
60 C 14.92054 14.12288 11.71066  -0.461
61 O 14.14111 13.25534 11.44514  0.167
62 C 14.83172 15.45618 10.98016  -0.447
63 F 14.03192 15.36276 9.85588  0.127
64 F 14.19290 16.33698 11.81649  0.118
65 F 16.03926 15.98465 10.67396  0.160
66 H 16.60940 14.17081 15.15106  0.081
67 H 17.87755 13.60401 14.03627  0.080
68 H 17.14044 12.47243 15.18325  0.073
69 H 14.87588 12.89388 13.80303  0.118
70 H 16.19046 12.00950 12.95749  0.147
71 C 11.49047 10.47022 12.70440  -0.042
72 C 12.80221 9.77534 12.39692  -0.216
73 O 13.63465 9.80042 13.52660  -0.002
74 C 13.46564 8.88605 14.50372  -0.395
75 O 12.66472 8.05596 14.49724  0.218
76 C 14.58335 9.20895 15.60476  -0.584
77 F 14.84550 10.45096 15.83604  0.213
78 F 14.17183 8.59740 16.68231  0.192
79 F 15.69940 8.58616 15.14852  0.146
80 H 10.80443 10.53126 11.89331  0.075
81 H 11.71562 11.48337 12.98986  0.070
82 H 11.06714 10.02008 13.60126  0.079
83 H 13.28340 10.50067 11.76857  0.105
84 H 12.79636 8.82845 11.87543  0.132
85 C 14.08842 19.66086 11.16813  -0.080
86 C 13.99700 20.99873 10.66671  -0.215
87 O 14.97533 21.10256 9.58973  0.044
88 C 15.19840 22.31723 9.11851  -0.436
89 O 14.68922 23.32934 9.39658  0.208
90 C 16.28626 22.19142 8.00505  -0.486
91 F 16.34378 23.30207 7.25115  0.158
92 F 17.41996 22.11083 8.76995  0.126
93 F 16.31752 21.13042 7.17736  0.159
94 H 13.47111 19.46698 12.06702  0.078
95 H 15.09489 19.42794 11.50181  0.090
96 H 13.89840 18.88230 10.38762  0.109
97 H 14.19797 21.75537 11.39957  0.124
98 H 13.02511 21.22264 10.22594  0.139

SMILES = CCOC(=O)C(F)(F)F.CCOC(=O)C(F)(F)F.CCOC(=O)C(F)(F)F.CCOC(=O)C(F)(F)F.CCOC(=O)C(F)(F)F.CCOC(=O)C(F)(F)F.CCOC(=O)C(F)(F)F
Lowest unoccupied orbital energy = 0.154 eV
Relative energy (zero: lowest compared OMol25 entry of this formula, charge and spin) = 2.360 eV

2.
A structure of composition C31H31BrCrNO4S. Source: OMol25; level of theory: wB97M-V/def2-TZVPD.

Last column: Löwdin charge in e.
Positions of all 70 atoms, in Å:
1 Cr 0.77718 -0.35278 -0.33963  0.734
2 C -1.05545 4.05356 -0.77357  -0.029
3 C -1.50094 2.62767 -0.59519  -0.188
4 C -2.05069 2.20631 0.62103  -0.173
5 C -2.16531 3.17963 1.76922  -0.035
6 C -2.47574 0.88736 0.76970  -0.183
7 C -3.15700 0.44503 2.03838  -0.027
8 C -2.27321 -0.04248 -0.26217  -0.189
9 C -2.67564 -1.47869 -0.03558  -0.039
10 C -1.74331 0.37891 -1.49624  -0.194
11 C -1.76796 -0.54157 -2.69963  -0.026
12 C -1.36333 1.72930 -1.65122  -0.186
13 C -0.88137 2.25131 -2.98047  -0.046
14 H 0.01617 4.15468 -0.57788  0.097
15 H -1.57523 4.73400 -0.10455  0.072
16 H -1.22882 4.40841 -1.78805  0.071
17 H -3.04939 3.81784 1.68121  0.098
18 H -1.29797 3.83583 1.81596  0.070
19 H -2.22122 2.67072 2.72843  0.067
20 H -2.43469 0.09484 2.78021  0.081
21 H -3.84945 -0.37249 1.85230  0.075
22 H -3.73032 1.25325 2.48776  0.079
23 H -2.43234 -1.78674 0.97973  0.087
24 H -2.14752 -2.15245 -0.69972  0.060
25 H -3.74960 -1.62782 -0.17728  0.098
26 H -0.78697 -0.92652 -2.98504  0.068
27 H -2.18200 -0.01640 -3.56019  0.086
28 H -2.40450 -1.40256 -2.52035  0.080
29 H -1.59402 2.96996 -3.39388  0.094
30 H -0.76307 1.46533 -3.71862  0.053
31 H 0.07444 2.77087 -2.88973  0.089
32 S 2.94883 -0.91619 0.30417  0.799
33 C 3.22735 -0.32359 -1.29494  -0.683
34 C 4.44775 -0.17647 -1.96659  -0.066
35 C 4.42596 0.23451 -3.27579  -0.056
36 C 3.21056 0.49453 -3.91606  -0.048
37 C 2.05299 0.35239 -3.18978  -0.099
38 N 2.06894 -0.02281 -1.90693  -0.052
39 H 5.37060 -0.40795 -1.45595  0.110
40 H 5.35468 0.34149 -3.82126  0.111
41 H 3.17002 0.78961 -4.95330  0.105
42 H 1.08029 0.51687 -3.62145  0.097
43 O 0.13297 -0.27287 1.63114  -0.041
44 C 0.60015 0.89298 1.67485  -0.582
45 O 1.09590 1.37266 0.59448  -0.105
46 C 0.58779 1.70119 2.90993  -0.140
47 C 0.00437 1.19489 4.06382  -0.018
48 C -0.04499 1.97812 5.20497  -0.068
49 C 0.48945 3.25961 5.18998  -0.076
50 C 1.08363 3.76029 4.03810  -0.068
51 C 1.13270 2.98090 2.89394  -0.018
52 H -0.40228 0.19285 4.05506  0.117
53 H -0.49926 1.59366 6.10850  0.105
54 H 0.45188 3.86809 6.08363  0.103
55 H 1.50360 4.75705 4.03210  0.105
56 H 1.58661 3.34707 1.98405  0.122
57 Br 0.43449 -5.56982 -3.49889  0.806
58 C 0.76153 -5.48446 -1.63444  -0.592
59 C 0.88058 -6.70561 -0.98391  -0.136
60 C 1.09036 -6.74533 0.38443  -0.075
61 C 1.16614 -5.56515 1.10997  -0.066
62 C 1.02695 -4.35576 0.45544  -0.012
63 C 0.83399 -4.29182 -0.92363  -0.151
64 C 0.73991 -2.94781 -1.57632  -0.540
65 O 1.01713 -2.72474 -2.72762  0.059
66 O 0.25884 -2.01913 -0.75371  -0.203
67 H 0.80763 -7.61752 -1.55663  0.093
68 H 1.18458 -7.70328 0.87841  0.106
69 H 1.32898 -5.58618 2.17778  0.105
70 H 1.07762 -3.42656 1.00748  0.110

Lowest unoccupied orbital energy (spin up / spin down) = -0.408 / 0.099 eV
Relative energy (zero: lowest compared OMol25 entry of this formula, charge and spin) = 0.000 eV
Multiplicity = 2

3.
A cluster of 2 separate species, C5H11N3O in total. Source: OMol25; level of theory: wB97M-V/def2-TZVPD.

Last column: Löwdin charge in e.
Positions of all 20 atoms, in Å:
1 C 0.02045 0.21197 -1.35234  0.010
2 C 1.97402 1.02059 0.49155  -0.021
3 N 0.68803 -0.73495 -0.68319  -0.221
4 C 1.66318 -0.43883 0.29912  -0.420
5 C -1.77484 0.65886 -0.01874  -0.326
6 N 0.28188 -2.09767 -0.83094  0.088
7 C -2.94962 1.17987 -0.34176  -0.005
8 O -1.45128 -0.06011 1.08840  -0.018
9 N 2.18454 -1.42230 0.91547  0.133
10 H -2.21274 -0.14181 1.68499  0.110
11 H 1.07790 -2.65772 -0.53383  0.064
12 H -0.44102 -2.24492 -0.12600  0.083
13 H 2.88458 -1.11004 1.58116  0.052
14 H -0.61912 -0.20702 -2.12220  0.079
15 H -0.56733 1.05601 -0.71417  0.049
16 H 2.18740 1.50654 -0.45989  0.082
17 H 1.11717 1.53246 0.93439  0.083
18 H 2.82883 1.12952 1.15803  0.078
19 H -3.06446 1.72594 -1.26840  0.048
20 H -3.82758 1.09360 0.29836  0.051

Lowest unoccupied orbital energy = 0.540 eV
Relative energy (zero: lowest compared OMol25 entry of this formula, charge and spin) = 5.543 eV

4.
The ion C20H14NO5S with charge -1. Source: OMol25; level of theory: wB97M-V/def2-TZVPD.

Last column: Löwdin charge in e.
Positions of all 41 atoms, in Å:
1 C -4.77709 -3.29635 1.31968  -0.067
2 C -3.50840 -2.51370 1.56123  -0.288
3 C -2.26741 -3.16399 1.68810  -0.046
4 C -1.14649 -2.42923 2.05205  -0.026
5 C -1.24375 -1.04575 2.31376  -0.187
6 C -0.04888 -0.22090 2.81395  -0.080
7 N 0.70132 0.17717 1.64418  0.063
8 C 1.75068 -0.57939 1.16597  -0.349
9 O 2.18398 -1.51017 1.84316  0.054
10 C 2.47382 -0.22586 -0.07486  -0.051
11 C 3.56668 -1.02329 -0.56693  0.008
12 C 4.17318 -0.70815 -1.77041  -0.084
13 C 3.71962 0.33861 -2.56413  -0.010
14 C 2.61253 1.09123 -2.13857  -0.145
15 C 2.10466 2.12036 -2.98573  0.036
16 C 0.98749 2.86040 -2.55933  -0.207
17 S 0.36281 4.23742 -3.54328  0.412
18 O -1.06494 4.47540 -3.31569  -0.374
19 O 0.69881 4.05628 -4.96581  -0.384
20 O 1.09380 5.39386 -3.00775  -0.382
21 C 0.46332 2.63281 -1.26014  0.059
22 C 0.92654 1.57446 -0.45681  -0.050
23 C 2.02434 0.80523 -0.88678  -0.091
24 C 0.29584 1.30184 0.87092  -0.275
25 O -0.59150 2.08169 1.28039  0.054
26 C -2.45855 -0.41304 2.07412  -0.034
27 C -3.59346 -1.13967 1.71009  -0.049
28 H -4.62136 -4.38264 1.39575  0.072
29 H -5.19664 -3.08042 0.31185  0.089
30 H -5.54562 -3.05692 2.03035  0.063
31 H -2.24429 -4.22687 1.52628  0.099
32 H -0.20579 -2.97909 2.15808  0.112
33 H 0.52853 -0.80246 3.54039  0.128
34 H -0.41412 0.67108 3.34443  0.129
35 H 3.94793 -1.84813 0.00947  0.107
36 H 5.00844 -1.32783 -2.08627  0.100
37 H 4.18703 0.52316 -3.51700  0.112
38 H 2.57038 2.31234 -3.93021  0.115
39 H -0.31952 3.27909 -0.90052  0.125
40 H -2.56314 0.69619 2.21208  0.125
41 H -4.57078 -0.65477 1.66399  0.115

Total charge = -1
SMILES = Cc1ccc(CN2C(=O)c3cccc4cc(S(=O)(=O)[O-])cc(c34)C2=O)cc1
Lowest unoccupied orbital energy = 1.525 eV

5.
A cluster of 2 separate species, C3H10N2S2 in total. Source: OMol25; level of theory: wB97M-V/def2-TZVPD.

Last column: Löwdin charge in e.
Positions of all 17 atoms, in Å:
1 C -2.10653 -0.90283 -1.35018  -0.138
2 N -1.32276 -1.96735 1.15967  0.019
3 C -0.44268 -1.24797 0.25931  -0.286
4 N -0.76009 -0.70617 -0.82736  -0.028
5 H -2.03715 -1.55670 -2.23009  0.071
6 H -2.46987 0.05504 -1.73034  0.068
7 H -2.79003 -1.38558 -0.64751  0.049
8 H -0.77563 -2.69990 1.60462  0.059
9 H -1.54566 -1.34551 1.92532  0.065
10 H 0.60162 -1.18407 0.55948  0.058
11 C 2.16831 2.35511 1.01983  -0.620
12 S 2.63892 0.82004 0.17951  0.077
13 S 1.74653 1.38511 -1.80932  -0.034
14 H 2.63028 3.20404 0.52748  -0.006
15 H 2.47508 2.37253 2.06358  -0.008
16 H 1.08207 2.44509 0.98836  -0.004
17 H 0.90759 0.35913 -1.69234  -0.343

Total charge = -1
Lowest unoccupied orbital energy (spin up / spin down) = 3.380 / 3.334 eV
Relative energy (zero: lowest compared OMol25 entry of this formula, charge and spin) = 1.235 eV
Multiplicity = 2

6.
A structure of composition C4H13NO6. Source: OMol25; level of theory: wB97M-V/def2-TZVPD.

Last column: Löwdin charge in e.
Positions of all 24 atoms, in Å:
1 C 0.86427 -1.35600 1.39741  -0.267
2 O -0.31272 -1.97665 1.88562  -0.214
3 C 0.64245 -0.12759 0.39641  -0.305
4 C -0.29544 -0.26914 -0.82403  -0.031
5 C 0.18562 0.78822 -1.87891  -0.618
6 O -0.75708 1.20888 -2.62117  -0.051
7 O 1.33668 1.20564 -2.00848  -0.007
8 N 0.10124 0.94300 1.15348  0.227
9 H 1.50580 -2.20922 0.98342  0.129
10 H 1.42979 -1.08768 2.24591  0.086
11 H 1.69120 0.19019 -0.10420  0.145
12 H -0.11131 -1.25073 -1.11954  0.114
13 H -1.41347 -0.24986 -0.57423  0.118
14 H -0.43832 1.70752 0.68821  0.158
15 H -0.52242 0.55126 1.94341  0.098
16 H -1.21512 -1.08267 2.26753  0.059
17 H -2.19285 -0.12832 1.86051  -0.106
18 O -1.97858 -0.20781 2.72281  -0.207
19 H -2.11611 0.47187 -2.67262  -0.004
20 H -2.55422 -0.35405 -1.53822  -0.025
21 O -2.79332 -0.27779 -2.48346  -0.154
22 H 2.72296 1.52289 -1.11758  0.002
23 H 2.73656 0.77929 -0.04969  -0.020
24 O 3.48439 1.20872 -0.55260  -0.126

Total charge = -1
Lowest unoccupied orbital energy (spin up / spin down) = 3.273 / -1.040 eV
Relative energy (zero: lowest compared OMol25 entry of this formula, charge and spin) = 2.243 eV
Multiplicity = 2

We obtain maximum force values of 0.0972, 0.0160, 0.0091, 0.0839, 0.0511, 0.1036 Eh/bohr for the records listed above, in that order.